Entry 1:
The following is a quantum chemistry calculation of a structure of composition C46H35F5N2O5PbS5, from OMol25.

Last column: Löwdin charge in e.
CARTESIAN COORDINATES (ANGSTROEM)
1 Pb 0.25 0.13 1.11  0.82
2 C 3.45 -8.03 -2.09  -0.06
3 C 2.86 -6.65 -1.96  -0.28
4 C 2.42 -6.20 -0.72  -0.04
5 C 1.91 -4.92 -0.56  -0.08
6 C 1.80 -4.09 -1.67  -0.34
7 C 2.23 -4.53 -2.91  -0.07
8 C 2.75 -5.80 -3.05  -0.04
9 S 1.24 -2.37 -1.50  0.98
10 O 1.70 -1.73 -2.74  -0.50
11 C -0.51 -2.82 -1.72  -0.27
12 C -1.09 -3.44 -0.59  -0.07
13 C -2.37 -3.89 -0.62  -0.01
14 C -3.16 -3.71 -1.77  -0.16
15 C -4.50 -4.16 -1.83  -0.04
16 C -5.26 -3.97 -2.94  -0.09
17 C -4.73 -3.27 -4.05  -0.08
18 C -3.43 -2.83 -4.02  0.00
19 C -2.61 -3.04 -2.90  -0.10
20 C -1.24 -2.61 -2.87  -0.14
21 C -0.69 -2.04 -4.14  -0.16
22 C -0.40 -2.96 -5.19  -0.11
23 C -0.50 -4.36 -5.02  -0.02
24 C -0.26 -5.22 -6.05  -0.08
25 C 0.10 -4.72 -7.32  -0.10
26 C 0.23 -3.38 -7.51  -0.04
27 C -0.01 -2.46 -6.46  -0.16
28 C 0.10 -1.07 -6.65  -0.02
29 C -0.17 -0.21 -5.63  -0.04
30 C -0.57 -0.69 -4.37  -0.28
31 S -1.22 0.46 -3.11  0.98
32 O -2.46 0.95 -3.75  -0.49
33 C 0.01 1.76 -3.39  -0.40
34 C -0.46 3.05 -3.58  -0.08
35 C 0.45 4.08 -3.75  -0.04
36 C 1.82 3.84 -3.72  -0.28
37 C 2.80 4.96 -3.95  -0.06
38 C 2.26 2.54 -3.52  -0.03
39 C 1.37 1.49 -3.34  -0.06
40 H 3.79 -8.40 -1.12  0.07
41 H 4.30 -8.03 -2.78  0.07
42 H 2.71 -8.73 -2.48  0.08
43 H 2.50 -6.85 0.15  0.11
44 H 1.64 -4.55 0.42  0.08
45 H 2.16 -3.85 -3.75  0.11
46 H 3.10 -6.14 -4.02  0.11
47 H -0.48 -3.56 0.30  0.08
48 H -2.80 -4.37 0.25  0.12
49 H -4.91 -4.67 -0.96  0.11
50 H -6.28 -4.33 -2.98  0.10
51 H -5.35 -3.08 -4.91  0.10
52 H -3.03 -2.29 -4.87  0.12
53 H -0.78 -4.75 -4.05  0.12
54 H -0.38 -6.29 -5.91  0.10
55 H 0.27 -5.41 -8.14  0.09
56 H 0.51 -2.99 -8.49  0.11
57 H 0.38 -0.69 -7.63  0.11
58 H -0.09 0.86 -5.77  0.12
59 H -1.53 3.21 -3.61  0.11
60 H 0.08 5.09 -3.90  0.11
61 H 2.30 5.92 -3.93  0.07
62 H 3.29 4.84 -4.92  0.07
63 H 3.57 4.95 -3.18  0.08
64 H 3.33 2.33 -3.51  0.11
65 H 1.72 0.48 -3.18  0.09
66 F -3.60 6.65 3.33  0.08
67 C -3.02 5.65 2.62  -0.16
68 C -1.90 5.00 3.11  -0.15
69 F -1.42 5.37 4.31  0.10
70 C -1.28 4.02 2.37  -0.24
71 F -0.18 3.47 2.89  0.07
72 C -1.71 3.65 1.09  -0.56
73 S -0.90 2.53 0.07  0.52
74 C -2.85 4.33 0.63  -0.26
75 F -3.34 4.07 -0.59  0.06
76 C -3.50 5.30 1.37  -0.16
77 F -4.59 5.92 0.89  0.08
78 N 2.36 -2.60 1.56  -0.05
79 N 1.03 -2.23 1.97  -0.16
80 H 2.87 -2.85 2.41  0.08
81 H 2.79 -1.73 1.25  0.04
82 H 1.08 -1.98 2.97  0.01
83 H 0.45 -3.06 1.92  0.05
84 O 1.79 0.60 5.92  -0.44
85 S 1.32 -0.19 4.80  0.03
86 O -0.13 -0.37 4.74  -0.44
87 O 2.02 -1.49 4.72  -0.48
88 S 1.88 0.87 3.09  0.15
89 C -4.45 -2.01 1.46  -0.14
90 C -3.63 -2.11 2.58  -0.12
91 C -2.40 -1.48 2.62  -0.14
92 C -1.92 -0.73 1.54  -0.32
93 C -2.77 -0.63 0.43  -0.19
94 C -4.01 -1.24 0.38  -0.12
95 H -5.41 -2.51 1.42  0.08
96 H -3.97 -2.68 3.44  0.09
97 H -1.79 -1.54 3.51  0.07
98 H -2.45 -0.04 -0.43  0.04
99 H -4.63 -1.13 -0.50  0.10

As for the total charge: -2. Its energy above the lowest of the compared OMol25 structures with the same formula, charge and spin is 29.6 kJ/mol. For the electronic energy, the calculation gives -4942.78653 hartree. For the lowest unoccupied orbital energy, the calculation gives 3.4 eV. For the orbital gap, the calculation gives 0.197 Ha.

***

Entry 2:
The following is a quantum chemistry calculation of a structure of composition C46H35N3O4PdS3, from OMol25.

Last column: Löwdin charge in e.
CARTESIAN COORDINATES (ANGSTROEM)
1 Pd -0.59 -2.77 -0.19  0.19
2 C -0.19 3.67 -1.86  0.02
3 C -0.10 2.16 -2.03  -0.58
4 C 0.17 1.77 -3.48  0.02
5 O -1.35 1.67 -1.57  -0.04
6 C -1.53 0.27 -1.51  -0.33
7 C 1.16 0.38 -1.08  -0.35
8 O 0.94 1.75 -1.16  -0.06
9 C 2.47 -0.04 -0.35  -0.56
10 O 2.51 -1.38 -0.32  -0.21
11 C 2.53 0.62 1.04  -0.13
12 C 2.61 1.99 1.26  -0.07
13 C 2.78 2.49 2.55  -0.12
14 C 2.82 1.62 3.63  -0.12
15 C 2.69 0.26 3.42  -0.08
16 C 2.56 -0.24 2.13  -0.01
17 C 3.64 0.45 -1.25  -0.10
18 C 3.72 -0.06 -2.55  -0.03
19 C 4.78 0.25 -3.39  -0.10
20 C 5.81 1.07 -2.94  -0.13
21 C 5.76 1.55 -1.64  -0.11
22 C 4.69 1.25 -0.81  -0.03
23 C -2.85 -0.10 -0.78  -0.56
24 O -3.05 -1.42 -0.89  -0.18
25 C -2.52 0.34 0.69  -0.21
26 C -2.91 -0.62 1.82  -0.11
27 C -3.13 0.04 3.20  -0.15
28 C -3.65 1.44 3.17  -0.04
29 C -3.31 2.28 2.19  -0.06
30 C -2.43 1.84 1.07  -0.14
31 C -4.03 0.65 -1.42  -0.10
32 C -4.24 0.47 -2.79  -0.03
33 C -5.33 1.03 -3.43  -0.10
34 C -6.27 1.76 -2.70  -0.13
35 C -6.08 1.92 -1.34  -0.10
36 C -4.97 1.38 -0.71  -0.02
37 H -1.04 4.05 -2.42  0.09
38 H 0.73 4.13 -2.23  0.09
39 H -0.31 3.91 -0.81  0.09
40 H -0.59 2.22 -4.11  0.09
41 H 0.15 0.70 -3.63  0.08
42 H 1.15 2.14 -3.77  0.10
43 H -1.50 -0.20 -2.50  0.12
44 H 1.24 -0.06 -2.08  0.10
45 H 2.57 2.67 0.43  0.11
46 H 2.85 3.56 2.71  0.09
47 H 2.92 2.01 4.64  0.09
48 H 2.68 -0.42 4.26  0.10
49 H 2.44 -1.30 1.93  0.10
50 H 2.96 -0.75 -2.88  0.11
51 H 4.80 -0.16 -4.39  0.09
52 H 6.64 1.31 -3.59  0.08
53 H 6.57 2.17 -1.27  0.09
54 H 4.68 1.63 0.20  0.10
55 H -3.55 -1.45 1.52  0.15
56 H -3.74 -0.58 3.86  0.13
57 H -4.28 1.79 3.99  0.10
58 H -3.66 3.30 2.21  0.10
59 H -2.56 2.50 0.20  0.14
60 H -3.54 -0.14 -3.34  0.11
61 H -5.47 0.87 -4.49  0.09
62 H -7.13 2.18 -3.20  0.08
63 H -6.81 2.47 -0.76  0.09
64 H -4.86 1.50 0.36  0.10
65 S -0.66 -2.48 2.28  0.48
66 C -1.40 -0.87 2.17  -0.73
67 C -1.60 -0.16 3.54  -0.18
68 C -0.84 1.09 3.80  -0.12
69 C -0.54 1.43 5.16  -0.17
70 N -0.32 1.66 6.27  0.15
71 C -0.55 1.96 2.80  -0.12
72 C -0.90 1.64 1.39  -0.10
73 C -1.03 0.14 1.02  -0.32
74 S -0.29 -0.62 -0.48  1.16
75 C -0.10 3.29 3.08  -0.18
76 N 0.20 4.40 3.22  0.17
77 H -1.45 -0.87 4.35  0.12
78 H -0.26 2.20 0.71  0.12
79 S -0.38 -7.39 -0.97  0.97
80 C -1.04 -5.77 -0.99  -0.44
81 N -0.22 -4.82 -0.72  -0.09
82 C 1.06 -5.32 -0.50  -0.30
83 C 2.18 -4.52 -0.22  0.01
84 C 3.38 -5.16 -0.03  -0.07
85 C 3.49 -6.55 -0.11  -0.11
86 C 2.39 -7.34 -0.40  -0.12
87 C 1.17 -6.71 -0.60  -0.50
88 H -2.09 -5.61 -1.18  0.08
89 H 2.07 -3.43 -0.17  0.08
90 H 4.26 -4.56 0.19  0.10
91 H 4.45 -7.02 0.04  0.09
92 H 2.48 -8.42 -0.47  0.09

As for the total charge: -2. Its energy above the lowest of the compared OMol25 structures with the same formula, charge and spin is 651.0 kJ/mol. For the electronic energy, the calculation gives -3561.47603 hartree. For the lowest unoccupied orbital energy, the calculation gives 3.8 eV. For the orbital gap, the calculation gives 0.163 Ha.

***

Entry 3:
The following is a quantum chemistry calculation of a structure of composition C46H36BF4N10O2STi, from OMol25.

Last column: Löwdin charge in e.
CARTESIAN COORDINATES (ANGSTROEM)
1 Ti 0.64 -0.69 0.19  0.79
2 O -1.12 -0.39 -0.37  -0.36
3 C -2.47 0.11 -0.52  -0.34
4 C -3.21 0.25 0.88  -0.05
5 C -2.52 0.78 2.12  -0.24
6 C -3.31 1.37 3.11  -0.04
7 C -2.70 1.84 4.28  -0.07
8 C -1.30 1.80 4.37  -0.02
9 C -0.58 1.27 3.28  -0.21
10 C 0.97 1.38 3.19  -0.05
11 C 1.49 1.91 1.86  -0.32
12 O 1.11 0.85 0.86  -0.29
13 C 0.82 3.29 1.56  -0.13
14 C -0.19 3.49 0.62  0.01
15 C -0.99 4.65 0.69  -0.06
16 C -0.80 5.59 1.70  -0.11
17 C 0.30 5.47 2.53  -0.11
18 C 1.10 4.34 2.48  -0.04
19 C 3.04 2.05 1.77  -0.13
20 C 3.63 2.96 0.84  -0.02
21 C 5.00 2.97 0.62  -0.09
22 C 5.85 2.16 1.37  -0.11
23 C 5.30 1.35 2.34  -0.09
24 C 3.90 1.24 2.50  -0.02
25 N -1.22 0.57 2.32  0.17
26 C -3.30 -0.89 -1.44  -0.11
27 C -2.66 -1.51 -2.55  -0.02
28 C -3.33 -2.42 -3.36  -0.09
29 C -4.66 -2.75 -3.08  -0.13
30 C -5.29 -2.14 -2.01  -0.11
31 C -4.64 -1.20 -1.21  -0.06
32 C -2.43 1.44 -1.36  -0.12
33 C -3.61 2.13 -1.54  -0.06
34 C -3.65 3.23 -2.40  -0.11
35 C -2.56 3.56 -3.17  -0.11
36 C -1.34 2.90 -2.95  -0.07
37 C -1.25 1.88 -2.02  -0.03
38 H -4.15 0.84 0.73  0.10
39 H -3.63 -0.74 1.13  0.12
40 H -4.39 1.44 2.97  0.10
41 H -3.29 2.23 5.10  0.09
42 H -0.80 2.29 5.21  0.10
43 H 1.26 2.03 4.04  0.13
44 H 1.41 0.39 3.33  0.11
45 H -0.33 2.71 -0.14  0.09
46 H -1.82 4.79 0.01  0.09
47 H -1.48 6.42 1.81  0.09
48 H 0.51 6.25 3.25  0.09
49 H 1.95 4.25 3.16  0.12
50 H 2.95 3.62 0.27  0.12
51 H 5.38 3.64 -0.17  0.11
52 H 6.91 2.12 1.19  0.09
53 H 5.94 0.74 2.98  0.09
54 H 3.51 0.52 3.24  0.11
55 H -1.62 -1.26 -2.74  0.05
56 H -2.87 -2.85 -4.25  0.10
57 H -5.20 -3.45 -3.73  0.09
58 H -6.31 -2.40 -1.76  0.09
59 H -5.20 -0.67 -0.46  0.10
60 H -4.53 1.87 -0.99  0.11
61 H -4.59 3.78 -2.50  0.09
62 H -2.62 4.34 -3.96  0.10
63 H -0.46 3.15 -3.55  0.11
64 H -0.29 1.39 -1.80  0.10
65 C 3.68 -2.28 -3.73  -0.03
66 N 2.65 -3.22 -3.33  -0.11
67 C 2.83 -4.63 -3.26  -0.04
68 C 1.72 -5.12 -2.72  -0.07
69 N 0.88 -4.08 -2.38  0.00
70 C 1.47 -2.89 -2.72  -0.64
71 S 0.98 -1.29 -2.48  0.80
72 C -0.31 -4.23 -1.61  -0.23
73 C -1.21 -5.29 -1.92  -0.02
74 C -2.35 -5.42 -1.16  -0.08
75 C -2.51 -4.56 -0.05  -0.05
76 C -1.56 -3.58 0.18  -0.13
77 N -0.47 -3.41 -0.55  0.14
78 H 4.22 -2.68 -4.60  0.08
79 H 4.41 -2.15 -2.91  0.11
80 H 3.30 -1.29 -3.96  0.06
81 H 3.78 -5.06 -3.56  0.12
82 H 1.45 -6.16 -2.49  0.12
83 H -1.02 -5.93 -2.80  0.11
84 H -3.17 -6.13 -1.38  0.11
85 H -3.37 -4.63 0.63  0.11
86 H -1.67 -2.88 1.00  0.10
87 N 0.41 -1.95 1.81  0.06
88 C 0.25 -2.29 2.94  -0.31
89 N 0.24 -2.72 4.16  0.06
90 C -0.91 -2.63 4.85  -0.43
91 N -1.80 -2.66 5.62  0.04
92 F 3.27 2.95 -2.40  0.07
93 B 3.29 1.53 -2.33  -1.33
94 F 4.45 1.11 -1.71  0.12
95 F 3.20 1.00 -3.60  0.11
96 F 2.15 1.15 -1.56  0.02
97 N 5.47 -2.25 3.53  0.05
98 C 5.07 -2.35 2.43  -0.45
99 N 4.67 -2.65 1.20  0.03
100 C 3.61 -2.03 0.73  -0.32
101 N 2.63 -1.60 0.26  0.08

As for the total charge: -2. Its energy above the lowest of the compared OMol25 structures with the same formula, charge and spin is 34.6 kJ/mol. As for the expectation value of S²: 0.75. For the electronic energy, the calculation gives -4144.96096 hartree. For the lowest unoccupied orbital energy (spin up / spin down), the calculation gives 3.8 / 3.8 eV. For the orbital gap (spin up / spin down), the calculation gives 0.195 / 0.262 Ha. As for the spin multiplicity: 2.

***

Which value of electronic energy does entry 1 give? -4942.78653 hartree

***

Among the records above, which one has the highest electronic energy? C46H35N3O4PdS3